1.
81
Properties=species:S:1:pos:R:3:mulliken_charge:R:1 method="wB97M-V/def2-TZVPD" gap_ev=8.039 multiplicity=1 smiles="C[C@H](F)COC(=O)OF.CCN(CC)CC.CCN(CC)CC.CCN(CC)CC" total_energy_ha=-1458.375045 total_charge=0
F 2.546 -8.678 1.463 -0.14
F -1.260 -6.042 0.926 -0.37
O 0.582 -11.097 2.393 -0.45
O 2.100 -9.473 2.552 -0.12
O 0.019 -9.081 1.629 -0.32
N 1.958 5.254 -0.642 0.21
N 0.679 -1.587 -1.665 0.47
N -2.196 0.194 1.851 0.47
C -1.369 1.387 1.839 0.01
C -4.471 0.866 0.891 -1.28
C 2.618 7.544 0.026 -1.40
C 0.832 -9.963 2.184 0.69
C -2.005 2.728 2.226 -1.15
C 1.047 -5.956 0.354 -1.20
C 2.328 6.576 -1.110 -0.38
C -3.163 0.074 0.772 0.03
C 1.950 -2.941 -3.310 -1.38
C 2.696 -0.046 -1.313 -0.73
C -0.518 0.659 -1.946 -0.83
C 1.003 4.368 -2.854 -1.04
C 1.968 4.230 -1.671 -0.39
C 0.833 5.181 0.275 -0.55
C -2.682 -0.164 3.172 -0.43
C 0.056 -7.682 1.985 -0.63
C -0.522 5.740 -0.177 -1.02
C -0.136 -6.839 0.727 0.49
C -3.261 -1.570 3.231 -1.43
C 0.925 -1.843 -3.072 -0.38
C -0.505 -0.780 -1.421 -0.94
C 1.851 -1.250 -0.874 -0.81
H -1.827 -0.107 3.852 0.43
H 2.952 -2.644 -2.997 0.31
H 1.570 7.024 -1.774 0.30
H -5.190 0.497 0.157 0.42
H 0.712 4.126 0.535 0.23
H -1.189 5.811 0.685 0.38
H 0.137 1.314 -1.369 -0.17
H 1.641 -6.430 -0.426 0.31
H 2.900 -0.064 -2.384 0.25
H 3.015 8.477 -0.375 0.43
H -0.034 4.209 -2.566 0.16
H -0.773 -7.492 2.667 0.35
H -4.924 0.751 1.877 0.28
H 1.783 3.275 -1.170 -0.02
H -0.931 1.478 0.840 -0.36
H -0.528 1.200 2.515 0.39
H -3.486 -1.833 4.265 0.45
H -4.188 -1.657 2.663 0.29
H 1.238 -0.942 -3.624 0.28
H 1.250 3.612 -3.603 0.43
H 0.988 -7.440 2.488 0.45
H 0.676 -4.990 0.008 0.33
H 3.356 7.121 0.711 0.33
H -3.412 -0.984 0.658 0.52
H -2.669 3.105 1.448 0.27
H 2.985 4.163 -2.070 0.42
H -1.354 -1.314 -1.859 0.22
H 2.503 -2.128 -0.845 0.28
H 2.221 0.904 -1.074 -0.11
H -4.332 1.930 0.705 0.28
H 1.677 -3.849 -2.770 0.23
H 1.721 7.788 0.597 0.29
H 1.998 -3.175 -4.374 0.44
H -1.007 5.095 -0.907 0.21
H -2.548 -2.296 2.837 0.31
H -1.528 1.066 -1.869 0.53
H 1.683 -5.759 1.218 0.35
H -0.439 6.738 -0.610 0.32
H 3.658 -0.067 -0.797 0.45
H 3.231 6.460 -1.716 0.45
H 1.112 5.676 1.209 0.28
H -3.430 0.545 3.561 0.34
H 1.091 5.338 -3.347 0.33
H -0.027 -2.152 -3.512 0.46
H -0.370 -7.527 -0.088 0.25
H -2.566 2.671 3.159 0.32
H -2.653 0.351 -0.154 -0.51
H 1.525 -1.104 0.159 0.43
H -0.223 0.719 -2.995 0.44
H -0.687 -0.769 -0.342 0.52
H -1.214 3.469 2.363 0.40

---

2.
20
Properties=species:S:1:pos:R:3:mulliken_charge:R:1 method="wB97M-V/def2-TZVPD" gap_ev=11.080 relative_energy_kj_mol=218.8 multiplicity=1 smiles=OCCO.OCCO total_energy_ha=-460.499293 total_charge=0
O 2.815 3.704 1.896 -0.51
O 3.723 5.163 -1.396 -0.51
O 0.986 -5.105 0.466 -0.51
O -0.207 -3.695 2.757 -0.49
C -0.446 -5.126 0.788 -0.06
C 3.236 4.183 -0.498 -0.41
C 3.428 4.606 0.957 -0.19
C -0.546 -4.978 2.294 -0.75
H 3.003 5.799 -1.589 0.32
H 3.153 5.678 0.978 0.25
H 4.522 4.536 1.107 0.22
H -0.954 -4.265 0.312 0.23
H -0.967 -6.046 0.462 0.27
H 0.117 -5.695 2.816 0.33
H 1.409 -4.592 1.185 0.32
H -0.938 -3.178 2.360 0.33
H 2.186 3.909 -0.715 0.29
H 3.845 3.260 -0.561 0.23
H -1.588 -5.206 2.591 0.33
H 3.023 4.030 2.796 0.31

---

3.
85
Properties=species:S:1:pos:R:3:mulliken_charge:R:1 method="wB97M-V/def2-TZVPD" gap_ev="5.559 / 7.141" relative_energy_kj_mol=38.8 multiplicity=3 s_squared=2.009 total_energy_ha=-5657.665222 total_charge=0
Pt 0.015 -0.064 -0.791 2.10
Br -0.328 -1.324 -4.127 -0.06
Cl -4.026 8.424 -0.037 -0.24
P 1.670 -1.930 -0.339 0.94
P -0.847 -0.461 1.304 0.48
O -2.429 -0.090 -1.787 -0.72
O -3.164 3.220 -2.601 -0.35
O -1.276 1.766 -1.354 -0.99
O 2.728 3.095 -0.864 -0.75
O 1.581 1.326 -0.091 -0.86
N 0.689 -0.884 3.502 -0.36
N 2.822 -2.053 2.134 0.06
N 1.054 0.564 -2.654 0.18
C 1.920 1.565 -2.444 0.90
C 0.634 -1.097 2.215 0.38
C -1.270 5.127 -3.025 -1.04
C 1.095 -4.592 0.464 -1.66
C -4.535 4.621 -1.171 -0.38
C 1.818 -1.246 4.161 0.31
C -2.320 1.153 -1.712 0.69
C 1.927 -3.797 -0.545 1.60
C 3.395 -4.199 -0.380 -1.78
C -2.220 -1.709 1.520 2.41
C -2.691 6.642 -1.586 -0.88
C 4.136 -1.981 5.522 -0.54
C 1.463 -4.115 -1.970 -1.76
C -4.727 5.864 -0.574 -0.78
C 0.921 0.067 -3.878 -0.04
C 3.294 -1.264 -0.827 -1.63
C -3.551 1.993 -2.015 -0.47
C 1.734 -1.692 1.506 -0.79
C 2.085 2.073 -1.013 0.02
C -3.541 -0.943 1.646 -1.91
C -3.419 4.395 -1.960 0.46
C 1.646 0.532 -4.958 -0.74
C 2.891 -1.841 3.473 0.28
C -1.298 0.976 2.302 -1.67
C 4.060 -2.211 4.182 -0.57
C -2.298 -2.596 0.277 -1.43
C 2.541 1.568 -4.739 -0.39
C 2.679 2.097 -3.469 -0.99
C -1.977 -2.551 2.775 -1.81
C -3.803 6.863 -0.785 0.21
C -2.482 5.409 -2.182 0.91
C 1.920 -1.015 5.555 -0.54
C 3.056 -1.376 6.216 -0.56
H 0.028 -4.418 0.359 0.30
H -0.688 4.313 -2.587 0.07
H -1.358 -3.106 0.089 -0.02
H 0.395 -3.922 -2.094 0.28
H 1.085 -0.550 6.061 0.48
H 3.452 -5.292 -0.381 0.53
H -3.603 -0.381 2.579 0.36
H -5.282 3.853 -1.028 0.55
H -2.543 -2.008 -0.606 0.15
H 1.267 -5.659 0.296 0.57
H 3.353 2.909 -3.235 0.57
H -0.640 6.012 -3.102 0.40
H -4.362 -1.665 1.632 0.53
H 3.123 1.958 -5.564 0.45
H 3.814 -3.839 0.560 0.25
H -0.451 1.662 2.279 0.48
H -2.159 1.470 1.855 0.36
H 1.654 -5.169 -2.195 0.47
H -2.835 -3.211 2.934 0.55
H 4.012 -3.836 -1.203 0.34
H 5.029 -2.259 6.068 0.40
H 4.873 -2.665 3.630 0.47
H 3.140 -1.197 7.280 0.40
H -4.207 1.447 -2.690 0.31
H -1.974 7.439 -1.739 0.36
H -1.506 0.689 3.332 0.43
H -5.598 6.047 0.041 0.41
H -1.555 4.808 -4.028 0.29
H 1.504 0.095 -5.935 0.49
H 1.997 -3.515 -2.712 0.37
H 3.272 -0.184 -0.704 0.49
H 3.495 -1.511 -1.871 0.33
H -4.070 2.145 -1.066 0.13
H -1.853 -1.933 3.667 0.30
H -3.075 -3.353 0.427 0.59
H 1.387 -4.370 1.493 0.32
H -1.087 -3.177 2.674 0.25
H -3.686 -0.263 0.803 0.24
H 4.074 -1.676 -0.191 0.54

---

4.
12
Properties=species:S:1:pos:R:3:mulliken_charge:R:1 method="wB97M-V/def2-TZVPD" gap_ev=8.728 relative_energy_kj_mol=230.1 multiplicity=1 total_energy_ha=-1188.422339 total_charge=0
Cl 2.177 -1.051 1.438 -0.14
Cl 2.205 -0.996 -1.457 -0.13
O 2.126 2.036 0.158 -0.51
C -0.666 0.041 -0.071 0.19
C 1.555 -0.350 -0.003 0.38
C -0.166 1.264 -0.129 -0.46
C 1.294 1.192 0.001 0.33
C -1.754 -0.894 0.037 -0.97
H -1.685 -1.635 -0.756 0.27
H -1.671 -1.418 0.990 0.27
H -0.690 2.206 -0.200 0.43
H -2.725 -0.396 -0.006 0.34

---

5.
40
Properties=species:S:1:pos:R:3:mulliken_charge:R:1 method="wB97M-V/def2-TZVPD" gap_ev="6.726 / 6.966" relative_energy_kj_mol=23.0 multiplicity=3 s_squared=2.008 total_energy_ha=-8484.095495 total_charge=-1
Pd 0.345 -1.571 -1.399 0.52
Br -1.456 -1.551 -3.635 -0.63
Br -0.661 -3.539 -0.040 -0.59
Br 2.387 -3.025 -2.574 -0.58
N -1.282 -0.126 -0.148 -0.01
N 0.955 0.369 -2.275 -0.20
N 2.070 -0.758 0.355 -0.40
C -4.353 -0.090 2.104 -1.11
C -2.257 0.413 -0.085 -0.19
C 0.428 2.819 -3.125 -0.51
C -0.972 3.703 -1.296 -1.26
C -4.303 1.270 1.235 -0.70
C -0.942 3.243 -2.734 -0.36
C -3.541 1.157 -0.081 0.18
C 4.973 -4.055 2.616 -1.22
C 0.680 1.445 -2.637 0.14
C 3.403 -2.128 2.188 -0.46
C 2.590 -1.388 1.186 0.27
C 4.455 -3.076 1.531 -0.28
H 3.975 -3.769 0.840 0.30
H 3.958 -1.300 2.628 0.28
H 2.683 -2.698 2.775 0.28
H 1.247 3.428 -2.742 0.29
H -1.266 4.076 -3.357 0.34
H 5.953 -4.499 2.441 0.35
H -3.433 -0.663 2.211 0.35
H -0.135 4.379 -1.119 0.42
H 4.331 -4.756 3.149 0.35
H -0.723 2.921 -0.578 0.26
H -1.895 4.179 -0.966 0.31
H -3.896 2.041 1.889 0.32
H -3.256 2.166 -0.379 -0.06
H -4.135 0.763 -0.906 0.32
H -5.112 -0.725 1.646 0.29
H 5.199 -2.455 1.034 0.31
H 5.243 -3.408 3.450 0.33
H 0.483 2.975 -4.203 0.31
H -1.672 2.518 -3.093 0.36
H -4.775 0.062 3.097 0.35
H -5.295 1.655 0.997 0.34

---

6.
67
Properties=species:S:1:pos:R:3:mulliken_charge:R:1 method="wB97M-V/def2-TZVPD" gap_ev=8.127 multiplicity=1 total_energy_ha=-3079.168826 total_charge=0
I 7.478 1.745 -0.603 0.28
P 1.603 2.783 -7.243 0.97
P -0.875 -2.042 7.380 1.15
P -3.328 -1.497 1.352 1.07
O 2.681 3.089 -8.245 -0.67
O -4.353 -2.788 1.123 -0.35
O -4.060 -0.654 0.191 -0.34
O -3.763 -1.081 2.730 -0.64
O 4.810 0.839 -0.775 -0.53
O 0.465 -1.181 7.871 -0.31
O -2.006 -0.511 1.173 -0.20
O -0.034 -3.411 7.254 -0.34
O 1.369 1.169 -7.580 -0.32
O 1.243 4.325 -6.745 -0.31
O 2.188 2.468 -5.781 -0.23
O 6.253 1.748 -2.220 -0.65
O -1.685 -1.978 8.644 -0.69
O -2.008 -2.665 6.348 -0.29
O 4.246 0.839 -2.956 -0.37
C -4.387 -3.795 2.139 -0.66
C 0.242 0.105 8.452 -0.68
C -3.118 -1.806 6.035 -0.47
C 2.391 2.152 -2.238 0.37
C 0.452 1.109 -1.335 -0.53
C -5.481 -0.668 0.071 -0.62
C 2.930 0.892 -2.401 0.06
C 0.997 -0.158 -1.466 -0.54
C 2.264 -0.252 -2.033 -0.40
C 5.092 1.130 -1.916 0.81
C 0.623 5.173 -7.719 -0.71
C 0.926 -3.760 8.248 -0.63
C -0.884 -0.796 2.021 -0.74
C 1.112 2.265 -1.705 -0.79
C 1.132 0.808 -8.942 -0.70
C 3.097 1.382 -5.579 -0.48
H -4.896 -4.667 1.730 0.25
H 3.695 1.599 -4.703 0.14
H 2.971 3.032 -2.520 0.44
H -0.542 1.189 -0.886 0.48
H 0.495 -1.069 -1.149 0.48
H 0.702 3.266 -1.605 0.41
H 1.031 -4.843 8.242 0.24
H 1.886 -3.313 7.991 0.24
H -1.111 -0.534 3.055 0.25
H -3.682 -2.264 5.227 0.01
H -0.462 0.692 7.864 0.29
H -5.781 0.254 -0.421 0.25
H 2.521 0.474 -5.393 0.25
H -0.244 4.686 -8.166 0.30
H 3.754 1.244 -6.438 0.43
H 0.294 6.078 -7.213 0.25
H 2.788 -1.197 -2.175 0.40
H -3.384 -4.086 2.445 0.31
H 0.394 1.462 -9.405 0.28
H -2.769 -0.829 5.704 0.29
H -0.125 -0.003 9.471 0.29
H -5.962 -0.728 1.047 0.30
H -4.950 -3.438 3.000 0.25
H -5.780 -1.512 -0.550 0.25
H 0.610 -3.434 9.238 0.32
H -0.043 -0.195 1.680 0.26
H -3.767 -1.695 6.904 0.33
H 2.063 0.843 -9.506 0.30
H -0.612 -1.850 1.957 0.38
H 1.340 5.441 -8.496 0.31
H 1.197 0.630 8.481 0.24
H 0.755 -0.214 -8.959 0.25

---

7.
17
Properties=species:S:1:pos:R:3:mulliken_charge:R:1 method="wB97M-V/def2-TZVPD" gap_ev=9.192 relative_energy_kj_mol=0.0 multiplicity=1 smiles="CC(C)(C)/C=P/Cl" total_energy_ha=-998.003136 total_charge=0
Cl 4.642 -0.534 -0.034 -0.26
P 3.109 0.733 0.191 -0.06
C 0.119 1.623 -0.234 -1.67
C -0.177 -0.389 1.283 -1.16
C -0.394 -0.599 -1.211 -1.24
C 1.803 -0.324 -0.035 -0.80
C 0.355 0.102 -0.108 1.74
H -0.392 0.437 2.012 0.31
H -1.374 -1.052 -0.731 0.24
H -0.479 0.162 -2.014 0.28
H -1.100 1.716 -0.257 0.35
H -1.015 -1.077 1.003 0.22
H 0.378 1.812 -1.309 0.42
H 0.048 -1.483 -1.684 0.39
H 0.688 2.272 0.497 0.45
H 1.863 -1.345 -0.267 0.45
H 0.557 -1.088 1.732 0.35